No. 1
A 2-piece molecular cluster, C4H10O overall. Source: the OMol25 dataset; level of theory: ωB97M-V with the def2-TZVPD basis set.

Geometry (Å):
C: -0.006 0.482 3.277
C: 0.890 -0.482 3.104
H: -1.076 0.344 3.200
H: 0.313 1.496 3.493
H: 0.585 -1.523 3.082
H: 1.926 -0.321 2.853
C: -0.657 -0.815 -1.525
C: 0.136 0.172 -2.377
O: -0.788 1.200 -2.784
H: -1.554 -1.025 -2.103
H: 0.014 -1.609 -1.224
H: -0.947 -0.224 -0.658
H: 0.563 -0.244 -3.285
H: 0.887 0.667 -1.760
H: -0.287 1.881 -3.294

The SMILES is C=C.CCO. As for the HOMO energy: -10.0 eV. Its gap between HOMO and LUMO is 11.00 eV. The molar mass comes out at 74.1 g/mol. For the relative energy (zero: lowest compared OMol25 entry of this formula, charge and spin), the calculation gives 171.1 kJ/mol. Its LUMO energy is 0.98 eV. For the total energy, the calculation gives -6356.0296 eV. The total charge is 0.



No. 2
A 2-piece molecular cluster, C4H10O overall. Source: the OMol25 dataset; level of theory: ωB97M-V with the def2-TZVPD basis set.

Geometry (Å):
C: 1.086 0.060 -1.716
C: 2.086 0.705 -1.115
O: 1.965 1.394 0.097
H: 1.409 -0.787 -2.318
H: 0.080 0.423 -1.878
H: 3.122 0.518 -1.345
H: 1.004 1.351 0.179
C: -2.793 -1.023 0.605
C: -1.691 -0.902 1.746
H: -2.604 -1.961 0.075
H: -3.768 -1.155 1.078
H: -2.681 -0.116 0.019
H: -1.832 -1.464 2.662
H: -1.673 0.161 1.998
H: -0.794 -1.227 1.206

The SMILES is C=CO.CC. As for the HOMO energy: -9.1 eV. Its gap between HOMO and LUMO is 9.95 eV. The molar mass comes out at 74.1 g/mol. For the relative energy (zero: lowest compared OMol25 entry of this formula, charge and spin), the calculation gives 194.9 kJ/mol. Its LUMO energy is 0.87 eV. For the total energy, the calculation gives -6355.7825 eV. The total charge is 0.



No. 3
C4H10O as an isolated structure. Source: the OMol25 dataset; level of theory: ωB97M-V with the def2-TZVPD basis set.

Geometry (Å):
C: -0.151 -0.353 2.075
C: 0.277 0.414 0.855
C: -0.594 1.198 0.094
C: 0.256 -0.619 -1.920
O: 1.403 0.101 0.314
H: -1.233 -0.302 2.224
H: 0.163 -1.396 1.966
H: 0.341 0.049 2.967
H: -1.609 1.371 0.444
H: -0.160 2.002 -0.498
H: -0.378 0.251 -0.957
H: -0.777 -0.845 -2.210
H: 0.720 -0.091 -2.758
H: 0.731 -1.601 -1.802
H: 1.012 -0.178 -0.793

As for the HOMO energy: -8.8 eV. Its gap between HOMO and LUMO is 9.75 eV. The molar mass comes out at 74.1 g/mol. For the relative energy (zero: lowest compared OMol25 entry of this formula, charge and spin), the calculation gives 317.8 kJ/mol. Its LUMO energy is 0.96 eV. For the total energy, the calculation gives -6354.5096 eV. The total charge is 0.